{
  "formula": "C22H25FN4O3",
  "method": "ωB97M-V with the def2-TZVPD basis set",
  "smiles": "CCOC(=O)c1cc2c(ccn2C)n1CC(=O)N1CCN(c2ccc(F)cc2)CC1",
  "orbital_gap_ev": 8.144,
  "fmax_ev_per_a": 1.00,
  "de_lowest_kj_mol": 151.2,
  "total_energy_ha": -1397.95442,
  "symbols": ["C", "C", "O", "C", "O", "C", "C", "C", "C", "C", "C", "N", "C", "N", "C", "C", "O", "N", "C", "C", "N", "C", "C", "C", "C", "F", "C", "C", "C", "C", "H", "H", "H", "H", "H", "H", "H", "H", "H", "H", "H", "H", "H", "H", "H", "H", "H", "H", "H", "H", "H", "H", "H", "H", "H"],
  "coordinates": [[-0.6898, -4.1054, 1.0762], [-1.4682, -4.0921, -0.2328], [-2.4194, -3.0336, -0.2574], [-1.9440, -1.8117, -0.5698], [-0.7885, -1.6186, -0.9031], [-2.9730, -0.8003, -0.4775], [-4.3268, -0.9747, -0.1986], [-4.8762, 0.3069, -0.1961], [-3.8441, 1.2295, -0.4658], [-4.4084, 2.5186, -0.4606], [-5.7425, 2.3290, -0.1872], [-6.0387, 1.0051, -0.0294], [-7.3223, 0.4445, 0.2754], [-2.6932, 0.5430, -0.6585], [-1.3783, 1.0820, -0.8427], [-0.5067, 0.6968, 0.3659], [-1.0157, 0.3812, 1.4222], [0.8316, 0.7558, 0.2022], [1.5613, 1.1392, -0.9829], [2.6470, 2.1552, -0.5824], [3.5264, 1.6494, 0.4445], [4.6733, 0.9394, 0.1172], [5.6114, 0.6447, 1.1163], [6.7929, -0.0042, 0.8268], [7.0636, -0.3610, -0.4816], [8.2229, -0.9972, -0.7720], [6.1729, -0.0739, -1.4960], [4.9861, 0.5677, -1.1952], [2.7576, 1.2873, 1.6188], [1.6910, 0.2486, 1.2540], [-0.1372, -3.1749, 1.1820], [-1.3724, -4.2027, 1.9167], [0.0086, -4.9377, 1.0817], [-0.7812, -3.9759, -1.0786], [-2.0542, -5.0059, -0.3535], [-4.8054, -1.9176, -0.0287], [-3.9252, 3.4612, -0.6234], [-6.5139, 3.0697, -0.0936], [-8.0641, 1.2400, 0.3248], [-7.2958, -0.0762, 1.2363], [-7.6196, -0.2711, -0.4956], [-1.4565, 2.1704, -0.9123], [-0.9469, 0.6722, -1.7594], [0.9028, 1.5960, -1.7180], [2.0233, 0.2466, -1.4227], [3.2255, 2.4660, -1.4516], [2.1512, 3.0425, -0.1711], [5.4268, 0.9474, 2.1347], [7.5085, -0.2256, 1.6028], [6.4034, -0.3598, -2.5103], [4.3020, 0.7660, -2.0042], [3.4030, 0.8800, 2.3932], [2.2729, 2.1902, 2.0045], [1.0606, 0.0163, 2.1132], [2.1816, -0.6683, 0.9033]],
  "mulliken_charge": [-0.89, -0.23, -0.40, 0.28, -0.66, 0.79, -1.45, 0.05, 1.21, -1.46, -0.21, 0.16, -0.93, 0.23, -0.86, 0.53, -0.68, 0.19, -0.08, -1.61, 0.15, 0.84, -0.31, -0.70, 0.31, -0.34, -0.85, -0.24, -1.29, -0.64, 0.11, 0.29, 0.39, 0.27, 0.33, 0.49, 0.44, 0.38, 0.33, 0.29, 0.30, 0.43, 0.36, 0.59, 0.07, 0.55, 0.41, 0.39, 0.42, 0.42, 0.25, 0.36, 0.34, 0.57, 0.28]
}